1.
A single C6H10N2O2S molecule at a distorted geometry. Source: OMol25; level of theory: wB97M-V/def2-TZVPD.

## Properties
Frontier orbital gap (alpha / beta), eV: 8.81 / 8.81
HOMO energy (alpha / beta), eV: -9.204 / -9.205
Charge: 0

Geometry as XYZ:
```
21
C6H10N2O2S (wB97M-V/def2-TZVPD)
C 0.88 0.68 0.11
C -1.10 -0.38 1.32
C 1.81 -0.36 0.62
C -0.71 -0.96 -0.90
C -0.57 0.25 0.03
C -1.43 1.39 -0.36
N -0.99 -1.80 1.11
N -0.75 -2.13 0.00
O 0.08 -1.05 -2.04
O 3.59 1.13 -0.26
S 3.49 -0.21 0.39
H 1.28 1.49 0.72
H 1.27 0.85 -0.89
H -0.51 -0.26 2.18
H -2.16 -0.24 1.52
H 1.60 -1.20 1.18
H 0.84 -1.67 -1.94
H -1.71 -0.90 -1.33
H -1.17 2.21 0.31
H -2.55 1.27 -0.40
H -1.20 1.89 -1.36
```


2.
A single C6H10N2O2S molecule at a distorted geometry. Source: OMol25; level of theory: wB97M-V/def2-TZVPD.

## Properties
Frontier orbital gap, eV: 10.02
HOMO energy, eV: -9.209
Charge: 0

Geometry as XYZ:
```
21
C6H10N2O2S (wB97M-V/def2-TZVPD)
C 0.58 -0.96 -0.69
C 0.84 0.38 0.16
C 1.96 -1.66 -0.39
C -0.23 1.38 0.20
C 2.68 -0.84 0.62
C -2.74 1.62 -0.03
N 2.00 0.38 0.75
N -1.48 0.80 -0.26
O -3.01 -1.22 0.03
O -0.54 -1.59 -0.29
S -1.80 -0.74 0.53
H 0.62 -0.83 -1.84
H 1.82 -2.70 0.00
H 2.48 -1.65 -1.32
H -0.47 1.78 1.21
H 0.09 2.17 -0.42
H 2.65 -1.31 1.65
H 3.70 -0.61 0.27
H -2.56 2.46 -0.68
H -3.66 1.07 -0.44
H -2.92 2.08 0.94
```


3.
A single C6H10N2O3 molecule at a distorted geometry. Source: OMol25; level of theory: wB97M-V/def2-TZVPD.

## Properties
Frontier orbital gap, eV: 9.65
HOMO energy, eV: -8.953
Structure (SMILES): C[C@H](C/C=[N+](\[O-])O)COC#N
Charge: 0

Geometry as XYZ:
```
21
C6H10N2O3 (wB97M-V/def2-TZVPD)
C -1.97 0.18 0.82
C -1.23 -0.46 -0.39
C -0.09 -1.39 0.11
C 1.05 -0.66 0.66
N 2.16 -0.76 0.01
O 2.33 -1.36 -1.07
O 3.22 -0.12 0.69
C -0.71 0.61 -1.32
O 0.36 1.36 -0.81
C 0.15 2.22 0.12
N -0.03 3.12 0.83
H -2.93 -0.21 0.95
H -1.99 1.18 0.63
H -1.47 0.22 1.72
H -1.87 -1.14 -0.92
H 0.30 -2.01 -0.80
H -0.39 -2.09 0.72
H 0.99 -0.08 1.60
H 3.97 -0.12 0.16
H -0.31 0.12 -2.24
H -1.53 1.40 -1.48
```


4.
2 unconnected molecules or ions with the total composition C6H10N2O4 at a distorted geometry. Source: OMol25; level of theory: wB97M-V/def2-TZVPD.

## Properties
Frontier orbital gap, eV: 8.98
HOMO energy, eV: -8.584
Structure (SMILES): O[C@H]1[C@H](O)[C@H]1O.Oc1ccn[nH]1
Charge: 0

Geometry as XYZ:
```
22
C6H10N2O4 (wB97M-V/def2-TZVPD)
O -0.22 2.77 -2.25
C 0.43 1.66 -2.81
C 0.51 0.33 -1.93
O 1.69 -0.46 -1.95
C -0.42 0.50 -3.22
O -1.83 0.71 -2.98
H -1.17 2.57 -2.31
H 1.26 1.94 -3.42
H 0.11 0.29 -0.92
H 1.73 -0.84 -1.07
H -0.20 -0.08 -4.11
H -2.09 0.25 -2.17
O 1.82 -1.46 3.83
C 0.67 -1.19 3.15
C -0.68 -1.24 3.49
C -1.43 -0.64 2.43
N -0.52 -0.37 1.51
N 0.78 -0.67 1.93
H 1.57 -1.73 4.72
H -1.11 -1.62 4.40
H -2.47 -0.34 2.20
H 1.61 -0.38 1.46
```


5.
A single C6H10N2O4S3 molecule at a distorted geometry. Source: OMol25; level of theory: wB97M-V/def2-TZVPD.

## Properties
Multiplicity: 3
Frontier orbital gap (alpha / beta), eV: 5.04 / 5.98
<S²>: 2.025
HOMO energy (alpha / beta), eV: -5.327 / -9.101
Charge: 0

Geometry as XYZ:
```
25
C6H10N2O4S3 (wB97M-V/def2-TZVPD)
C 0.95 1.18 -0.75
C 1.33 1.06 0.73
C -0.10 0.08 -0.97
C 0.62 -0.20 1.22
C -2.92 -2.00 0.06
C -3.24 0.84 -0.09
N -0.54 -0.35 0.35
N -2.78 2.08 -0.27
O -1.59 2.15 0.24
O -3.30 2.99 -0.87
O -1.86 0.65 2.35
O -2.69 -1.25 1.19
S -4.48 -1.57 -0.86
S -4.84 0.24 0.04
S -1.96 0.24 1.00
H 0.52 2.16 -0.95
H 1.80 1.04 -1.41
H 2.41 0.98 0.88
H 0.96 1.92 1.28
H -0.96 0.41 -1.57
H 0.34 -0.79 -1.46
H 1.23 -1.10 1.08
H 0.28 -0.15 2.25
H -3.02 -3.04 0.35
H -2.11 -1.89 -0.66
```


6.
2 unconnected molecules or ions with the total composition C6H10N2O5PS at a distorted geometry. Source: OMol25; level of theory: wB97M-V/def2-TZVPD.

## Properties
Frontier orbital gap, eV: 7.72
HOMO energy, eV: -4.790
Charge: -1

Geometry as XYZ:
```
25
C6H10N2O5PS (wB97M-V/def2-TZVPD)
C -0.94 0.04 3.32
C -2.32 0.45 2.80
C -0.92 -0.28 1.03
C 2.73 -0.81 -2.09
C -3.21 1.97 0.27
C 2.22 -1.24 -0.76
N -0.16 -0.33 2.10
N -2.17 0.35 1.46
O -3.34 0.74 3.39
O -0.68 -0.57 -0.12
O 3.11 1.03 2.26
O -3.24 0.63 0.63
O 2.38 -0.10 0.12
P 2.76 -0.25 1.65
S 3.42 -1.99 2.22
H -0.97 -0.67 4.04
H 2.57 -1.51 -2.79
H 2.09 -0.02 -2.32
H 3.81 -0.62 -1.94
H -3.07 2.47 1.24
H -4.03 2.31 -0.34
H -2.41 2.27 -0.52
H 2.64 -2.06 -0.15
H 1.16 -1.37 -0.66
H -0.34 0.90 3.83
```


7.
A single C6H10N2OS molecule at a distorted geometry. Source: OMol25; level of theory: wB97M-V/def2-TZVPD.

## Properties
Frontier orbital gap (alpha / beta), eV: 7.72 / 7.72
HOMO energy (alpha / beta), eV: -7.711 / -7.710
Charge: 0

Geometry as XYZ:
```
20
C6H10N2OS (wB97M-V/def2-TZVPD)
C 0.82 0.20 0.22
C 1.06 -0.87 2.21
C -1.59 -0.60 -0.12
C 0.01 -0.09 -2.08
C -0.73 1.83 -0.50
C -0.39 0.27 -0.58
N 2.29 -0.76 2.13
N 3.05 -0.17 1.32
O 0.27 -1.74 2.78
S 2.36 0.47 -0.02
H -2.67 -0.14 -0.27
H -1.44 -1.38 -0.73
H -1.50 -0.87 0.96
H -0.98 -0.15 -2.74
H 0.73 0.71 -2.47
H 0.53 -1.02 -2.20
H -1.27 1.80 0.43
H 0.08 2.64 -0.49
H -1.44 2.07 -1.29
H 0.81 -2.21 3.44
```


8.
A single C6H10N2OS molecule at a distorted geometry. Source: OMol25; level of theory: wB97M-V/def2-TZVPD.

## Properties
Frontier orbital gap, eV: 8.91
HOMO energy, eV: -8.417
Structure (SMILES): O=CN1CCN(C=S)CC1
Charge: 0

Geometry as XYZ:
```
20
C6H10N2OS (wB97M-V/def2-TZVPD)
O 0.70 3.60 -0.17
C 0.09 2.71 -0.74
N 0.02 1.34 -0.47
C 0.87 0.82 0.54
C 0.17 -0.27 1.41
N -0.16 -1.32 0.43
C -0.44 -2.57 0.84
S -0.43 -3.27 2.32
C 0.01 -0.95 -0.98
C -0.78 0.40 -1.19
H -0.57 2.98 -1.62
H 1.82 0.47 0.12
H 1.07 1.64 1.20
H 0.81 -0.75 2.15
H -0.71 0.08 1.96
H -0.62 -3.28 0.00
H -0.45 -1.66 -1.63
H 1.11 -0.86 -1.13
H -1.82 0.27 -0.85
H -0.68 0.62 -2.20
```


9.
A single C6H10N2S molecule at a distorted geometry. Source: OMol25; level of theory: wB97M-V/def2-TZVPD.

## Properties
Frontier orbital gap (alpha / beta), eV: 6.06 / 6.06
HOMO energy (alpha / beta), eV: -6.576 / -6.576
Charge: 0

Geometry as XYZ:
```
19
C6H10N2S (wB97M-V/def2-TZVPD)
C 1.59 -2.00 0.33
C 0.22 -1.50 0.30
C 2.44 0.02 -0.63
C -1.08 1.64 -1.05
C -1.77 0.62 1.18
C -1.38 0.43 -0.25
N 2.55 -1.15 -0.17
N -0.05 -0.32 -0.16
S 2.67 1.40 -1.33
H 1.89 -3.04 0.63
H -0.56 -2.12 0.85
H -0.76 2.46 -0.35
H -0.12 1.36 -1.62
H -1.83 1.96 -1.76
H -0.86 1.22 1.65
H -1.83 -0.30 1.79
H -2.65 1.16 1.36
H -2.02 -0.28 -0.77
H 3.57 -1.55 0.01
```


10.
A gas-phase ion, C6H10N3 (charge +1) at a distorted geometry. Source: OMol25; level of theory: wB97M-V/def2-TZVPD.

## Properties
Frontier orbital gap, eV: 9.75
HOMO energy, eV: -13.908
Structure (SMILES): [H]/N=C(/C)Cn1cc[nH+]c1
Charge: +1

Geometry as XYZ:
```
19
C6H10N3 (wB97M-V/def2-TZVPD)
H 2.48 1.82 -0.91
N 2.70 0.80 -0.90
C 1.83 0.27 -0.06
C 1.77 -1.32 0.28
C 0.70 1.17 0.70
N -0.62 0.52 0.33
C -1.67 0.01 1.19
C -2.67 -0.52 0.15
N -2.10 -0.30 -1.19
C -0.81 0.37 -1.10
H 0.68 -1.71 0.26
H 2.34 -1.84 -0.55
H 2.16 -1.55 1.33
H 0.76 2.27 0.38
H 0.78 1.10 1.84
H -1.68 0.03 2.33
H -3.67 -1.00 0.38
H -2.51 -0.57 -2.09
H -0.10 0.69 -1.93
```


11.
A gas-phase ion, C6H10N3 (charge +1) at a distorted geometry. Source: OMol25; level of theory: wB97M-V/def2-TZVPD.

## Properties
Frontier orbital gap, eV: 8.31
HOMO energy, eV: -13.644
Charge: +1

Geometry as XYZ:
```
19
C6H10N3 (wB97M-V/def2-TZVPD)
C 0.54 1.71 -3.19
C -0.27 0.88 -2.57
C 0.11 -0.17 1.34
C -0.69 -0.71 0.47
C 0.67 0.09 2.61
C -1.56 -1.78 0.90
N 1.10 0.85 -0.59
N 0.08 0.44 -1.27
N -0.76 -0.41 -0.84
H 0.52 2.23 -4.09
H 1.58 1.90 -2.72
H -1.30 0.59 -2.82
H 0.49 1.13 2.89
H 0.10 -0.65 3.33
H 1.72 -0.19 2.70
H -1.70 -1.88 1.89
H -1.16 -2.73 0.47
H -2.41 -1.54 0.42
H 1.56 1.66 -0.99
```


12.
A gas-phase ion, C6H10N3 (charge +1) at a distorted geometry. Source: OMol25; level of theory: wB97M-V/def2-TZVPD.

## Properties
Multiplicity: 3
Frontier orbital gap (alpha / beta), eV: 5.29 / 7.22
<S²>: 2.028
HOMO energy (alpha / beta), eV: -8.346 / -13.855
Charge: +1

Geometry as XYZ:
```
19
C6H10N3 (wB97M-V/def2-TZVPD)
C 2.86 0.84 -0.21
C 1.46 0.74 -0.07
C 1.20 -0.59 0.17
C 0.30 1.70 0.26
C -0.94 0.82 0.28
C -0.44 -0.65 0.56
N 3.30 -0.36 -0.09
N 2.37 -1.19 0.21
N -1.11 -1.59 -0.38
H 3.51 1.66 -0.38
H 0.38 2.09 1.23
H 0.11 2.53 -0.40
H -1.78 1.10 0.94
H -1.39 0.93 -0.84
H -0.62 -0.90 1.66
H 2.72 -2.12 0.27
H -0.38 -2.09 -0.91
H -1.44 -0.86 -1.07
H -1.88 -2.17 0.03
```


13.
2 unconnected molecules or ions with the total composition C6H10N3O at a distorted geometry. Source: OMol25; level of theory: wB97M-V/def2-TZVPD.

## Properties
Multiplicity: 3
Frontier orbital gap (alpha / beta), eV: 7.42 / 6.68
<S²>: 2.012
HOMO energy (alpha / beta), eV: -10.610 / -13.913
Charge: +1

Geometry as XYZ:
```
20
C6H10N3O (wB97M-V/def2-TZVPD)
C 1.45 -1.72 -0.33
C 1.57 -0.40 -0.30
C -0.59 -0.84 0.06
C -2.93 0.00 -0.13
C 2.80 0.33 -0.39
C 0.04 1.53 0.02
N 0.33 0.16 -0.14
N 0.04 -1.97 -0.13
N -3.38 0.20 1.07
O -3.26 -0.02 -1.25
H 2.23 -2.46 -0.40
H 3.01 1.01 0.51
H 3.58 -0.35 -0.37
H 2.92 1.07 -1.21
H -1.03 1.55 0.37
H 0.95 2.08 0.58
H -0.11 2.11 -0.91
H -0.37 -2.88 -0.07
H -2.84 0.09 1.91
H -4.40 0.53 1.12
```


Result set for energy above the lowest of the compared OMol25 structures with the same formula, charge and spin: 4.793 3.990 6.877 3.882 1.059 0.000 7.063 1.473 3.534 3.341 6.562 2.534 0.000 eV, one per record in the order listed.